C10H17N3 | the ωB97M-V functional and the def2-TZVPD basis

## Properties
Kohn-Sham gap: 7.717 eV
LUMO level: -8.400 eV
calculated total energy: -554.74871 a.u.
HOMO: -16.117 eV
total charge: +2

```
30
Properties=species:S:1:pos:R:3:mulliken_charge:R:1
H 0.18465 2.86560 -2.58164 0.297
H -2.46768 0.35431 -0.93684 0.352
H -1.64059 0.11555 3.06624 0.300
C 1.76459 -4.49624 1.81988 -1.032
H 2.32450 3.68014 -1.36922 0.412
N -1.55362 0.88884 -0.74707 -0.117
N 0.59689 0.83163 -0.29606 -0.048
C 2.18401 2.62870 -1.04945 -1.370
H 2.86551 2.49644 -0.14203 0.366
C -1.66732 -0.94471 2.57311 -0.568
C -2.36727 2.10627 -2.75732 -1.173
H -1.99355 2.04529 -3.78064 0.364
H 1.34455 0.22974 0.05320 0.316
C 0.08170 -2.55586 1.44249 -0.404
H -3.32599 1.47461 -2.76614 0.372
H 0.40156 2.75304 0.21780 0.262
H 1.13693 -5.35946 2.15961 0.328
C -0.52919 0.17958 -0.16227 -0.468
H -2.58523 -1.50149 2.75061 0.291
N -0.18719 2.39917 -1.80375 -0.117
H 2.65999 -4.51529 2.47391 0.356
C -0.73692 -1.61415 2.04088 0.491
H 2.07180 -4.58506 0.76813 0.354
H 2.54661 1.99344 -1.93953 0.392
H 1.00861 -3.06732 3.42304 0.339
H 0.26222 -2.36986 0.37649 0.420
C 1.00417 -3.29144 2.22229 0.189
C 0.78823 2.24831 -0.68746 0.226
H -2.78280 3.18476 -2.59726 0.329
C -1.38918 1.82546 -1.77099 0.544
```

=====

C4H9N2 | the ωB97M-V functional and the def2-TZVPD basis

## Properties
Kohn-Sham gap: 9.330 eV
LUMO level: -4.083 eV
calculated total energy: -266.93139 a.u.
HOMO: -13.414 eV
total charge: +1

```
15
Properties=species:S:1:pos:R:3:mulliken_charge:R:1
H 1.48834 2.12093 0.04374 0.319
C -1.71954 -1.10015 -0.01119 -0.153
N -2.82898 -1.46218 0.42449 -0.296
C 0.80470 1.77840 -0.72025 -0.746
H 2.36433 0.51290 0.79243 0.415
C 1.78986 -0.09915 0.13465 -1.177
C -0.56065 -0.47705 0.12142 0.513
H -0.09330 -1.34836 0.68473 0.092
H -3.46750 -1.84483 -0.22464 0.292
H 2.19725 -0.36617 -0.77393 0.454
H 1.30167 1.66324 -1.66900 0.296
N 0.40008 0.39933 -0.19423 -0.041
H -0.05779 2.41439 -0.70802 0.377
H 1.59489 -0.95468 0.72819 0.372
H -3.21337 -1.23662 1.37160 0.282
```

=====

C14H17F2N7O2W | the ωB97M-V functional and the def2-TZVPD basis

## Properties
Kohn-Sham gap (alpha / beta): 6.893 / 7.276 eV
LUMO level (alpha / beta): -7.863 / -7.640 eV
calculated total energy: -1343.58213 a.u.
⟨S²⟩: 2.023
spin multiplicity: 3
HOMO (alpha / beta): -14.756 / -14.916 eV
total charge: +2

```
43
Properties=species:S:1:pos:R:3:mulliken_charge:R:1
H -2.77711 0.72666 0.18722 0.321
H -2.02213 -4.95751 -1.21454 0.476
C -0.96857 -3.00973 -1.23557 -0.015
H -0.65054 -2.90206 -2.26244 0.434
H -0.70146 0.18062 3.74371 0.607
H 1.18293 1.37075 0.59866 0.366
H 0.60135 3.48680 -0.48319 0.472
N 3.41329 -0.93730 -3.06654 -0.306
O 2.23484 -0.94805 0.84910 -0.590
N 0.11538 0.38549 -2.64407 -0.418
C 0.19122 3.25922 0.49231 -0.342
F -1.73872 1.77572 -1.16489 -0.224
C -1.68761 -4.08231 -0.68270 -0.846
C 2.26809 -0.57873 -2.53721 0.641
N -0.70400 -2.07817 -0.31532 0.099
C -1.87375 -3.79822 0.65518 -0.880
C -1.04840 -1.76450 2.00152 0.089
C -0.47878 4.24400 1.19295 -0.723
H -0.61718 5.22065 0.75085 0.442
C -1.25072 -2.55465 0.89085 -0.038
C 0.36247 1.99247 1.05186 0.029
W 0.04293 -0.16041 -0.09063 0.958
H -0.69432 -0.10173 -3.02098 0.333
O 3.88441 -1.50177 -0.44853 -0.651
C -0.04292 0.30711 2.88497 -0.948
C -0.79642 2.70974 3.02893 -0.835
H 1.39686 0.08304 -4.27452 0.152
N -0.42373 -0.59810 1.79682 0.038
H -1.20474 2.50853 4.01157 0.434
C -0.13574 1.71010 2.34094 0.954
H -2.39889 -4.38830 1.38992 0.513
F -2.45894 -0.27848 -1.50720 -0.237
H -0.02158 1.37640 -2.81963 0.313
H -1.44362 4.75239 3.03770 0.423
N 2.78027 -1.07917 -0.25520 1.078
C -0.95080 3.97410 2.47028 -0.592
H -1.35636 -2.07657 2.99401 0.497
N 1.28457 -0.05657 -3.28159 -0.376
H 4.12335 -1.34617 -2.47738 0.203
N 1.92958 -0.67356 -1.23447 -0.401
H 0.97754 0.07611 3.20497 0.270
C -1.95833 0.55432 -0.50932 0.066
H 3.61627 -0.82215 -4.04843 0.211
```